# 1
DFT (ωB97M-V with the def2-TZVPD basis set) results for a 12-piece molecular cluster, C44H117N5O24 overall at a distorted geometry.

Geometry (Å):
C (2.91367, -1.14221, 7.83185)
O (1.84969, -0.14487, 7.93090)
C (1.58566, 0.33324, 6.67769)
C (0.49306, 1.40165, 6.73318)
N (0.16948, 2.05174, 5.48665)
C (1.00869, 3.15762, 5.24099)
C (0.45573, 4.13809, 4.23846)
O (-0.84459, 4.43638, 4.75109)
C (-1.56538, 5.31723, 3.88042)
H (3.91153, -0.67035, 7.69128)
H (2.70996, -1.77487, 6.95752)
H (2.91436, -1.79635, 8.70407)
H (1.23730, -0.45567, 6.04198)
H (2.44931, 0.80109, 6.27533)
H (0.75332, 2.10269, 7.50514)
H (-0.38661, 0.95195, 7.17030)
H (-0.79290, 2.38190, 5.55030)
H (1.92328, 2.84614, 4.90218)
H (1.21972, 3.67505, 6.22649)
H (0.42085, 3.65979, 3.22348)
H (1.11641, 5.00200, 4.17657)
H (-2.60293, 5.45527, 4.23188)
H (-1.48328, 5.03845, 2.83101)
H (-0.95919, 6.22956, 3.83075)
C (-0.50149, -3.61094, -2.90237)
O (-1.74664, -3.58419, -2.27852)
C (-1.89078, -4.09340, -0.92692)
C (-1.29619, -5.51898, -0.70456)
N (0.09789, -5.45330, -0.49434)
C (0.73062, -6.68930, -0.78940)
C (2.23112, -6.72438, -0.30825)
O (3.00555, -7.63912, -1.06721)
C (3.39510, -6.99596, -2.27774)
H (-0.69258, -3.34701, -3.93697)
H (-0.02851, -4.57799, -2.89553)
H (0.20716, -2.92751, -2.40349)
H (-2.97157, -4.33059, -0.79341)
H (-1.51825, -3.36093, -0.20403)
H (-1.39002, -5.97984, -1.73056)
H (-1.84359, -6.05523, 0.07953)
H (0.33220, -5.14540, 0.43601)
H (0.76666, -6.71659, -1.91545)
H (0.17292, -7.59852, -0.45372)
H (2.30527, -6.80804, 0.78179)
H (2.55637, -5.67284, -0.52538)
H (3.98298, -7.66032, -2.93769)
H (3.96108, -6.09447, -2.06165)
H (2.51393, -6.70688, -2.87442)
C (-5.63535, -3.75269, -1.87639)
O (-5.45365, -2.88387, -0.75345)
C (-4.87739, -1.61401, -1.02139)
C (-4.94372, -0.82179, 0.29026)
N (-4.04660, 0.27252, 0.27408)
C (-3.67437, 0.54439, 1.63907)
C (-4.82738, 1.16344, 2.48638)
O (-4.98668, 2.47733, 1.97874)
C (-5.45138, 3.36976, 2.96091)
H (-6.15064, -3.25710, -2.69104)
H (-6.19075, -4.58689, -1.52771)
H (-4.58849, -3.98454, -2.19337)
H (-5.44296, -1.13042, -1.90160)
H (-3.78725, -1.74671, -1.29753)
H (-4.72249, -1.56589, 1.03574)
H (-5.98494, -0.42660, 0.51576)
H (-4.48353, 1.06593, -0.17225)
H (-2.82774, 1.22151, 1.67427)
H (-3.34067, -0.37803, 2.11262)
H (-4.53609, 1.16869, 3.50968)
H (-5.74823, 0.51801, 2.45318)
H (-4.69753, 3.49946, 3.72043)
H (-6.40920, 3.00689, 3.37333)
H (-5.52244, 4.29798, 2.44844)
C (3.63015, 2.60918, 1.92004)
O (4.47262, 3.65197, 2.19796)
C (3.85562, 4.84811, 1.80997)
C (4.90598, 5.95311, 1.79126)
N (5.91695, 5.73474, 0.73009)
C (7.15764, 6.54164, 0.86554)
C (7.93720, 6.47026, -0.43525)
O (8.22671, 5.20574, -0.85953)
C (9.54463, 4.87469, -0.99766)
H (2.82133, 2.49154, 2.67018)
H (4.28079, 1.75347, 1.93294)
H (3.08483, 2.65756, 0.97236)
H (3.18885, 5.04022, 2.63427)
H (3.44125, 4.80396, 0.79864)
H (5.39068, 5.81770, 2.79672)
H (4.32424, 6.90159, 1.69841)
H (6.24386, 4.80976, 0.76458)
H (7.71374, 6.20605, 1.80777)
H (6.88530, 7.59266, 1.04866)
H (8.84828, 7.06088, -0.31054)
H (7.25971, 6.88761, -1.25085)
H (10.12986, 4.98339, -0.10198)
H (10.04276, 5.55151, -1.72307)
H (9.55561, 3.83198, -1.35246)
C (-2.82700, 2.37119, -4.45655)
O (-2.33125, 1.12446, -4.90895)
C (-3.31789, 0.08449, -4.68297)
C (-2.82709, -1.25697, -5.17501)
N (-3.61129, -2.41564, -4.76823)
C (-3.10311, -3.56773, -5.52803)
C (-3.85087, -4.85855, -5.08252)
O (-3.10038, -5.97556, -5.60289)
C (-3.18679, -7.14678, -4.86127)
H (-2.19039, 3.14908, -4.82755)
H (-2.85823, 2.43776, -3.33619)
H (-3.82123, 2.49985, -4.88456)
H (-4.30799, 0.41807, -5.13832)
H (-3.47185, 0.04339, -3.55819)
H (-1.76614, -1.29628, -4.95756)
H (-2.91417, -1.22507, -6.24861)
H (-3.41698, -2.58842, -3.77974)
H (-2.04551, -3.66264, -5.46537)
H (-3.39222, -3.45095, -6.57377)
H (-4.90706, -4.81502, -5.47509)
H (-3.82228, -4.97154, -4.00377)
H (-2.66332, -7.23102, -3.89715)
H (-2.87862, -7.97217, -5.52467)
H (-4.25856, -7.30431, -4.73480)
O (0.97543, -5.55907, 2.71499)
C (0.04806, -5.78395, 3.76923)
C (-0.90255, -4.59876, 3.73384)
O (-0.09202, -3.46608, 3.67280)
H (1.42671, -4.70860, 2.83450)
H (-0.39750, -6.79439, 3.65044)
H (0.57152, -5.77823, 4.68548)
H (-1.61323, -4.57555, 4.57823)
H (-1.51150, -4.80105, 2.83070)
H (-0.54696, -2.72126, 3.29506)
O (-0.68625, 5.83775, 0.18190)
C (0.30934, 4.92767, -0.20600)
C (-0.25914, 3.98581, -1.23495)
O (-1.11930, 2.99316, -0.60780)
H (-1.55709, 5.43880, 0.31141)
H (1.03301, 5.60292, -0.64187)
H (0.72551, 4.27777, 0.55761)
H (0.45389, 3.43973, -1.80391)
H (-0.79315, 4.51958, -2.01306)
H (-0.53431, 2.23336, -0.51039)
O (-3.36126, 4.55177, 0.24435)
C (-3.87895, 4.64593, -1.10301)
C (-5.38254, 4.51057, -1.17610)
O (-5.86040, 3.22692, -0.83205)
H (-3.24155, 3.63542, 0.49512)
H (-3.48823, 5.62344, -1.46108)
H (-3.39094, 3.85062, -1.61555)
H (-5.67743, 4.72226, -2.25605)
H (-5.88705, 5.26131, -0.53160)
H (-5.86935, 2.98935, 0.08441)
O (-0.85614, -1.13566, 2.48139)
C (0.04812, -0.30144, 3.22732)
C (1.53899, -0.56316, 2.98964)
O (1.90700, -0.24902, 1.63714)
H (-0.86459, -0.93893, 1.53782)
H (-0.15130, 0.77525, 3.10924)
H (-0.19465, -0.37778, 4.24627)
H (1.75772, -1.62703, 3.18194)
H (2.07338, 0.06642, 3.71113)
H (2.84748, -0.35004, 1.51586)
O (0.45327, 1.18284, -4.50430)
C (1.14974, 0.67652, -5.61479)
C (2.34848, -0.18368, -5.14460)
O (1.97614, -1.37277, -4.48383)
H (-0.45729, 0.95291, -4.67303)
H (0.49800, 0.17123, -6.31433)
H (1.60407, 1.60764, -6.11545)
H (3.00249, 0.44733, -4.46686)
H (2.99339, -0.49653, -5.98233)
H (2.29352, -1.33608, -3.54649)
O (4.36548, -1.24517, 0.89232)
C (4.04066, -0.98984, -0.43036)
C (4.31058, -2.21490, -1.27107)
O (4.10236, -1.94891, -2.69359)
H (5.30615, -1.01794, 0.86260)
H (2.97663, -0.74536, -0.61116)
H (4.64850, -0.11603, -0.68110)
H (3.79238, -3.08368, -0.98344)
H (5.39498, -2.33796, -1.18694)
H (3.96340, -2.78609, -3.15631)
O (1.03257, 1.29248, -0.74640)
C (0.65726, 0.17410, -1.59254)
C (-0.75808, -0.06523, -1.68873)
O (-1.26722, -0.39102, -0.41342)
H (1.41496, 0.96538, 0.05147)
H (1.07518, 0.36057, -2.56080)
H (1.18035, -0.71277, -1.20523)
H (-0.74203, -0.93234, -2.34247)
H (-1.27719, 0.77696, -2.14786)
H (-2.21273, -0.24761, -0.41306)

Computed properties:
Largest force on an atom, eV/Å: 3.369
E_LUMO, eV: 0.24
SMILES: COCCNCCOC.COCCNCCOC.COCCNCCOC.COCCNCCOC.COCCNCCOC.OCCO.OCCO.OCCO.OCCO.OCCO.OCCO.OCCO
Spin multiplicity: 1
ΔE to the lowest compared entry with this formula, charge and spin, kcal per mole: 57.1
Energy, Eh: -3825.7552

---

# 2
DFT (ωB97M-V with the def2-TZVPD basis set) results for a 8-piece molecular cluster, C50H97NO7S overall at a distorted geometry.

Geometry (Å):
C (6.43980, 0.61462, -2.79261)
C (6.50325, -0.77145, -3.38979)
C (5.16933, -1.33787, -3.83782)
C (7.67979, -1.43736, -3.53475)
C (8.06796, -2.04847, -4.87071)
C (9.23809, -3.03507, -4.83918)
C (8.99213, -4.39972, -4.14510)
C (9.37153, -4.30116, -2.65926)
C (7.58336, -4.99210, -4.41363)
C (6.61273, -5.01493, -3.22161)
C (5.14490, -4.95478, -3.65545)
C (4.68702, -5.33441, -4.90696)
C (3.34096, -5.19881, -5.21937)
C (2.42543, -4.69627, -4.31242)
C (2.89831, -4.36404, -3.04601)
C (4.23076, -4.48277, -2.71463)
S (1.70059, -3.75632, -1.87573)
C (0.72914, -2.76145, -2.99101)
C (0.21376, -1.54127, -2.59995)
C (-0.52872, -0.77884, -3.49422)
C (-0.71750, -1.27116, -4.77557)
C (-0.21165, -2.49425, -5.16283)
C (0.52827, -3.26722, -4.27202)
N (1.06478, -4.51779, -4.64266)
H (5.42676, 0.81500, -2.42786)
H (7.12971, 0.72246, -1.95263)
H (6.63283, 1.33952, -3.58369)
H (4.48116, -0.56491, -4.19396)
H (5.29307, -2.07236, -4.63129)
H (4.71975, -1.77203, -2.94354)
H (8.35931, -1.48212, -2.68526)
H (7.17780, -2.44846, -5.35998)
H (8.39077, -1.19833, -5.48068)
H (9.52336, -3.24857, -5.87473)
H (10.09443, -2.54634, -4.36826)
H (9.71021, -5.09585, -4.58780)
H (10.34837, -3.82054, -2.58881)
H (9.36028, -5.25928, -2.13842)
H (8.69112, -3.64303, -2.11492)
H (7.73407, -6.03274, -4.71589)
H (7.14984, -4.50532, -5.28747)
H (6.74888, -4.16746, -2.55508)
H (6.72763, -5.97343, -2.71196)
H (5.37585, -5.72783, -5.64155)
H (2.99515, -5.49419, -6.20673)
H (4.57995, -4.18721, -1.73268)
H (0.38653, -1.18330, -1.59095)
H (-0.90452, 0.18262, -3.17193)
H (-1.27655, -0.66051, -5.47661)
H (-0.34531, -2.87001, -6.17248)
H (0.88551, -4.70997, -5.61796)
C (-5.57025, 0.26861, -8.41291)
C (-4.65273, -0.87370, -8.01120)
O (-3.83961, -0.59397, -6.88668)
C (-4.52437, -0.28838, -5.68293)
C (-5.43623, -1.40140, -5.19882)
H (-4.98935, 1.16863, -8.61988)
H (-6.13262, 0.00072, -9.30803)
H (-6.28947, 0.51053, -7.62958)
H (-3.96001, -1.08282, -8.82697)
H (-5.22992, -1.79120, -7.84745)
H (-5.07933, 0.65062, -5.78846)
H (-3.74939, -0.11122, -4.93598)
H (-6.23536, -1.61573, -5.90906)
H (-5.89895, -1.12526, -4.25085)
H (-4.86693, -2.32160, -5.05413)
C (-2.68255, 1.97143, -0.27045)
C (-2.01858, 0.75216, 0.34812)
O (-0.60569, 0.82268, 0.37843)
C (-0.05247, 1.90629, 1.10816)
C (-0.44265, 1.92238, 2.57396)
H (-2.31900, 2.12860, -1.28788)
H (-3.76424, 1.83447, -0.30227)
H (-2.47829, 2.87942, 0.29974)
H (-2.25512, -0.13034, -0.24840)
H (-2.41539, 0.56650, 1.35254)
H (-0.30967, 2.85878, 0.63259)
H (1.02971, 1.79847, 1.02355)
H (-1.51877, 2.03477, 2.71010)
H (0.04654, 2.75165, 3.08581)
H (-0.14617, 0.98956, 3.05896)
C (1.01778, -2.23168, 3.83186)
C (1.43037, -1.49788, 5.09640)
O (0.34994, -0.87408, 5.77033)
C (-0.68830, -1.72935, 6.21390)
C (-0.23307, -2.79768, 7.19306)
H (0.52161, -1.54857, 3.14015)
H (1.89111, -2.65668, 3.33620)
H (0.32603, -3.04873, 4.04108)
H (2.12413, -0.69979, 4.83117)
H (1.96922, -2.16640, 5.77696)
H (-1.20147, -2.18209, 5.35817)
H (-1.41280, -1.07741, 6.70334)
H (0.49012, -3.48168, 6.74728)
H (-1.08736, -3.38721, 7.52755)
H (0.23714, -2.33939, 8.06443)
C (1.15153, 4.95632, 8.11726)
C (1.63510, 3.69554, 8.81396)
O (0.93662, 2.52374, 8.43657)
C (0.99036, 2.17902, 7.06131)
C (2.39706, 1.93522, 6.54503)
H (0.08721, 5.11369, 8.30227)
H (1.70010, 5.82421, 8.48574)
H (1.29501, 4.90759, 7.03653)
H (1.47914, 3.79546, 9.88887)
H (2.71346, 3.56319, 8.66644)
H (0.48044, 2.94208, 6.46086)
H (0.41257, 1.26337, 6.95351)
H (3.02409, 2.82548, 6.61892)
H (2.36207, 1.63664, 5.49655)
H (2.87994, 1.14234, 7.11900)
C (-3.80501, 7.74548, 10.46206)
C (-3.30595, 7.17557, 9.14483)
O (-2.37430, 6.12036, 9.28923)
C (-2.82681, 4.97074, 9.98316)
C (-4.02407, 4.29187, 9.34071)
H (-2.96792, 8.10060, 11.06480)
H (-4.48250, 8.57984, 10.27703)
H (-4.34572, 7.00322, 11.05059)
H (-2.78069, 7.95482, 8.59182)
H (-4.14779, 6.86021, 8.51789)
H (-3.03698, 5.21553, 11.03056)
H (-1.98156, 4.28154, 9.98686)
H (-4.90135, 4.93999, 9.31861)
H (-4.28768, 3.39258, 9.89822)
H (-3.79426, 4.00945, 8.31225)
C (-8.20727, -5.55037, -6.91048)
C (-7.63009, -4.39419, -6.11139)
O (-8.60151, -3.48673, -5.62481)
C (-9.57702, -4.02406, -4.75019)
C (-9.00282, -4.63550, -3.48347)
H (-8.78768, -5.17685, -7.75536)
H (-7.40367, -6.18292, -7.28902)
H (-8.86633, -6.17622, -6.30746)
H (-6.97419, -3.80656, -6.75493)
H (-7.00806, -4.76366, -5.28823)
H (-10.20527, -4.74989, -5.27884)
H (-10.22340, -3.18676, -4.48641)
H (-8.35248, -5.48497, -3.69548)
H (-9.80900, -4.98595, -2.83814)
H (-8.41476, -3.89674, -2.93682)
C (-0.65089, 7.48758, 2.99417)
C (-0.08777, 6.14895, 2.54868)
O (-0.93246, 5.43219, 1.66634)
C (-1.24873, 6.06856, 0.44118)
C (-0.03846, 6.38924, -0.41918)
H (-1.62065, 7.35159, 3.47489)
H (0.02806, 7.96224, 3.70326)
H (-0.78884, 8.17300, 2.15679)
H (0.03805, 5.50464, 3.41967)
H (0.90709, 6.27632, 2.10693)
H (-1.84481, 6.97009, 0.62195)
H (-1.89456, 5.36959, -0.09202)
H (0.63729, 7.09261, 0.06884)
H (-0.35685, 6.83294, -1.36307)
H (0.52737, 5.48121, -0.63438)

Computed properties:
Largest force on an atom, eV/Å: 1.700
E_LUMO, eV: 0.69
SMILES: CC(C)=CCC[C@@H](C)CCc1ccc2c(c1)Sc1ccccc1N2.CCOCC.CCOCC.CCOCC.CCOCC.CCOCC.CCOCC.CCOCC
Spin multiplicity: 1
Energy, Eh: -2942.7836

---

# 3
DFT (ωB97M-V with the def2-TZVPD basis set) results for a 7-piece molecular cluster, C21H56O7 overall at a distorted geometry.

Geometry (Å):
C (-3.92019, -0.16597, 34.69938)
C (-2.98857, -0.92523, 33.74454)
C (-1.72026, -0.18476, 33.35185)
O (-2.66376, -2.20796, 34.24465)
H (-4.20741, 0.82959, 34.36107)
H (-3.52005, -0.17863, 35.71320)
H (-4.86846, -0.69836, 34.62572)
H (-3.51182, -1.12917, 32.81035)
H (-1.13320, -0.00515, 34.25252)
H (-1.95893, 0.70692, 32.77217)
H (-1.03895, -0.80462, 32.76902)
H (-2.46733, -2.80092, 33.51566)
C (-6.74071, -1.76890, 32.31531)
C (-6.96363, -0.29907, 31.90670)
C (-6.07425, -0.04195, 30.66522)
O (-8.30985, -0.18549, 31.49919)
H (-7.05667, -2.37534, 31.46649)
H (-7.29621, -1.94157, 33.23711)
H (-5.73348, -2.16345, 32.44925)
H (-6.71395, 0.32930, 32.76162)
H (-6.29389, -0.66133, 29.79560)
H (-5.02737, -0.03998, 30.96872)
H (-6.34547, 0.93294, 30.26011)
H (-8.75466, -0.74564, 32.13949)
C (-13.08208, -0.43531, 36.82277)
C (-11.78222, -0.89471, 37.52811)
C (-10.70826, -1.56428, 36.56962)
O (-11.21898, 0.28508, 37.99431)
H (-12.82166, 0.02786, 35.87106)
H (-13.69501, 0.32328, 37.30956)
H (-13.67788, -1.31688, 36.58618)
H (-11.91818, -1.45233, 38.45476)
H (-9.97756, -2.15391, 37.12326)
H (-10.15924, -0.93762, 35.86678)
H (-11.21148, -2.20892, 35.84899)
H (-11.93197, 0.74265, 38.44584)
C (-7.73892, 0.00170, 38.57082)
C (-7.70185, 0.78110, 37.19893)
C (-7.37621, -0.09916, 36.01495)
O (-8.86787, 1.53704, 36.99687)
H (-7.97604, 0.66267, 39.40448)
H (-6.82831, -0.49239, 38.90956)
H (-8.53351, -0.74299, 38.52425)
H (-6.90791, 1.52656, 37.24447)
H (-8.06168, -0.94558, 36.05745)
H (-6.34824, -0.45082, 36.10278)
H (-7.54061, 0.45874, 35.09310)
H (-9.61301, 1.01243, 37.29878)
C (-6.83810, 4.98302, 35.44562)
C (-8.30764, 4.82332, 35.20241)
C (-8.62223, 3.59415, 34.34800)
O (-9.02425, 4.68882, 36.37350)
H (-6.28711, 4.83080, 34.51754)
H (-6.48862, 4.22807, 36.14991)
H (-6.58802, 5.96999, 35.83479)
H (-8.73405, 5.68616, 34.69077)
H (-8.32798, 2.60823, 34.70781)
H (-8.17521, 3.76466, 33.36860)
H (-9.69574, 3.51186, 34.17799)
H (-8.81026, 3.78857, 36.62916)
C (-2.98538, 3.34879, 41.23564)
C (-4.40542, 2.92873, 41.68973)
C (-4.88815, 1.73809, 40.85097)
O (-4.32910, 2.48903, 43.00095)
H (-3.03302, 3.80182, 40.24538)
H (-2.32013, 2.49656, 41.09696)
H (-2.46830, 4.06031, 41.87942)
H (-5.15454, 3.71658, 41.61089)
H (-4.17274, 0.91710, 40.89835)
H (-4.90872, 1.99808, 39.79263)
H (-5.90685, 1.47039, 41.13145)
H (-4.03021, 3.21091, 43.55876)
C (-13.85001, 5.40422, 35.80082)
C (-13.39549, 4.35304, 36.73124)
C (-12.13390, 3.66867, 36.23115)
O (-13.19516, 4.91841, 38.04742)
H (-13.76075, 6.37003, 36.29817)
H (-14.93521, 5.32891, 35.73178)
H (-13.47456, 5.31155, 34.78174)
H (-14.16576, 3.58213, 36.75270)
H (-11.69359, 2.86668, 36.82364)
H (-11.47095, 4.45405, 35.86817)
H (-12.47258, 3.07644, 35.38105)
H (-12.41919, 5.48351, 38.03503)

Computed properties:
Largest force on an atom, eV/Å: 2.895
E_LUMO, eV: 0.51
SMILES: CC(C)O.CC(C)O.CC(C)O.CC(C)O.CC(C)O.CC(C)O.CC(C)O
Spin multiplicity: 1
ΔE to the lowest compared entry with this formula, charge and spin, kcal per mole: 65.2
Energy, Eh: -1360.2953